1.
The following is a quantum chemistry calculation of C29H47BCl2LuN3O6Si as an isolated structure, from the Open Molecules 2025 dataset.

Summary:
LUMO energy (spin up / spin down)   0.204 / 0.177 eV
Gap between HOMO and LUMO (spin up / spin down)   6.1 / 2.8 eV
Charge   0
Energy   -114815.6532 eV
Relative energy (zero: lowest compared OMol25 entry of this formula, charge and spin)   0.0000 eV
HOMO energy (spin up / spin down)   -5.867 / -2.648 eV

Element x y z (Å)
C1 -1.02063 -0.29573 -4.08487
C2 -0.63208 -1.60961 -3.46450
H1 -0.72152 -0.25099 -5.13818
H2 -0.54125 0.54663 -3.56393
H3 -2.10896 -0.13710 -4.03453
C3 -0.02435 -2.60324 -4.13844
C4 0.21821 -2.64952 -5.60766
H4 0.26419 -3.52346 -3.62510
H5 0.14891 -1.68030 -6.11738
H6 -0.50561 -3.33309 -6.08074
H7 1.21750 -3.06444 -5.80123
Lu1 0.87507 0.56323 -0.27824
Cl1 1.10259 2.44653 -1.72425
C5 0.06816 -2.36862 1.82716
O1 -0.01383 -0.99937 1.77055
N1 0.49409 -2.99021 2.87913
C6 1.71371 -2.67289 3.63540
C7 -0.22618 -4.21737 3.24649
H8 -0.54661 -2.89281 1.08687
H9 1.93035 -1.60343 3.60015
H10 2.55286 -3.24626 3.22674
H11 1.53527 -2.96500 4.67139
H12 -1.31083 -4.05619 3.19069
H13 0.00774 -4.45950 4.28232
H14 0.03905 -5.04557 2.57374
H15 0.99532 2.85200 5.01667
H16 -0.64550 4.50956 4.42844
C8 1.41869 2.80953 4.00612
C9 -0.29300 4.55305 3.39011
N2 0.43119 3.32745 3.05355
H17 1.65167 1.77901 3.73145
C10 0.26902 2.74780 1.88062
O2 0.87241 1.67492 1.56931
H18 -1.16029 4.66955 2.72792
H19 -0.44561 3.20777 1.17620
H20 2.33672 3.41557 3.98339
H21 0.33864 5.44701 3.27601
H22 1.68122 -0.43984 -3.37346
H23 3.16456 -3.21909 -3.29423
C11 2.75549 -0.28092 -3.16475
C12 3.91770 -2.50080 -2.93408
N3 3.28283 -1.35241 -2.29436
H24 2.89921 0.71204 -2.71877
C13 3.30249 -1.28886 -0.96616
O3 2.77511 -0.33921 -0.30522
H25 4.54642 -2.97559 -2.17174
H26 3.80572 -2.11083 -0.45473
H27 3.29418 -0.33753 -4.12095
H28 4.53369 -2.15782 -3.77568
O4 -0.27228 -0.79138 -1.25051
C14 -0.98434 -1.74348 -1.99306
C15 0.50587 -3.58735 -1.19752
C16 -0.79502 -3.12909 -1.38580
H29 1.31868 -2.91961 -1.50352
C17 0.72485 -4.85126 -0.64349
H30 -2.05667 -1.51099 -1.93947
C18 -1.89047 -3.89109 -0.96791
H31 1.75110 -5.22012 -0.55143
C19 -0.36780 -5.65186 -0.29630
C20 -1.67878 -5.16942 -0.43759
H32 -2.89753 -3.47178 -1.10422
H33 -0.21219 -6.68088 0.04115
H34 -2.53252 -5.80425 -0.17720
Si1 0.04925 5.67002 -2.52172
Cl2 -0.30611 4.21087 -4.00043
C21 1.88388 5.74053 -2.10320
C22 -1.08261 5.34606 -1.07638
C23 -0.41652 7.28762 -3.36624
H35 2.30578 4.75300 -1.87294
H36 2.03435 6.39664 -1.23280
H37 2.43781 6.17605 -2.95016
H38 0.28948 7.49670 -4.17786
H39 -0.39927 8.13320 -2.67196
H40 -1.42543 7.20573 -3.79114
H41 -0.93871 4.35504 -0.64110
H42 -2.12773 5.44045 -1.40342
H43 -0.91421 6.09666 -0.29779
O5 -2.26776 -1.50557 2.45481
B1 -1.29357 -0.56037 2.14373
O6 -1.54428 0.69479 2.65331
C24 -2.67680 0.50163 3.42437
C25 -3.09781 1.32263 4.43722
C26 -3.91066 0.72774 5.40947
C27 -4.32407 -0.60196 5.32020
C28 -3.92819 -1.40955 4.24524
C29 -3.09048 -0.83422 3.33017
H44 -2.74520 2.35088 4.52666
H45 -4.20813 1.30962 6.27632
H46 -4.94507 -1.02042 6.11076
H47 -4.21461 -2.45528 4.18450

Cartesian forces, eV/Å:
0.0 0.1 -0.2
0.4 -0.9 -0.3
-0.2 0.1 0.3
-0.2 -0.2 0.0
0.3 0.0 0.0
-0.5 0.4 0.3
0.3 -0.1 -0.5
-0.3 0.3 0.0
0.0 -0.3 0.2
0.2 0.2 0.1
-0.2 0.1 -0.1
-0.9 0.2 2.1
0.2 0.3 -0.4
-0.2 -0.3 -4.4
-1.3 1.8 0.0
0.3 -1.6 3.7
-0.7 -0.2 -0.5
0.1 0.3 -0.1
0.2 0.2 0.6
0.0 -0.1 -0.1
0.2 0.1 0.1
0.2 0.1 0.0
0.3 0.1 -0.1
0.1 -0.2 -0.1
0.0 0.0 0.3
0.1 -0.1 -0.1
0.0 0.0 -0.1
-0.8 0.6 -0.6
0.6 -0.8 -0.3
0.0 1.4 4.4
0.0 0.2 0.1
-2.0 2.2 -3.5
1.4 -3.4 -1.6
0.2 -0.1 0.1
0.3 -0.1 0.5
0.1 -0.1 0.1
0.0 0.0 0.0
0.5 0.0 0.2
0.2 0.3 0.1
-0.3 -0.1 -0.1
0.0 -0.1 0.1
0.4 0.1 0.5
0.0 -0.4 0.0
-0.9 1.5 -0.4
1.5 -1.7 -0.8
-0.1 -0.1 -0.4
0.0 0.1 0.1
-0.1 0.0 0.4
-0.1 -0.2 0.3
-0.1 -0.1 -0.2
0.0 0.3 0.3
-0.1 -0.4 0.2
-0.1 0.4 -0.1
-0.2 -0.4 0.2
0.0 0.2 -0.4
-0.1 0.0 0.1
0.3 0.0 -0.2
-0.4 0.0 0.1
-0.3 -0.1 -0.1
0.2 0.1 -0.1
0.4 -0.3 0.1
0.0 0.4 0.0
0.4 0.3 0.0
0.2 0.2 -0.2
-0.1 0.4 0.0
0.0 -0.1 -0.1
-0.2 0.0 -0.1
-0.1 -0.2 0.0
-0.2 0.4 0.0
-0.1 -0.1 -0.2
-0.2 -0.1 0.2
-0.1 0.0 0.1
0.0 -0.1 0.0
0.2 0.1 0.1
0.1 0.1 -0.1
0.2 -0.1 0.0
0.0 -0.1 0.0
-0.3 0.4 -0.4
1.6 -0.6 0.8
-0.7 -0.2 -0.5
0.5 -0.6 0.3
-0.2 0.2 0.4
-0.3 0.0 0.0
-0.1 0.1 -0.2
-0.5 0.0 0.5
0.5 0.5 0.2
0.0 -0.4 0.0
0.0 0.0 -0.1
0.1 0.1 -0.2
0.1 0.1 0.0



2.
The following is a quantum chemistry calculation of C5H11FO3Tm as an isolated structure, from the Open Molecules 2025 dataset.

Summary:
LUMO energy (spin up / spin down)   -5.467 / -5.394 eV
Gap between HOMO and LUMO (spin up / spin down)   8.9 / 9.0 eV
Spin multiplicity   3
Charge   +1
Energy   -43745.5837 eV
HOMO energy (spin up / spin down)   -14.365 / -14.369 eV
<S²>   2.0023

Element x y z (Å)
F1 5.49126 0.03545 0.33323
C1 3.89377 -0.08723 0.21317
H1 3.68128 0.98959 0.25806
H2 3.73525 -0.64923 1.14297
H3 3.84325 -0.54272 -0.78274
C2 -2.98342 -1.01200 -1.29817
O1 -1.86599 -1.52303 -1.95089
C3 -2.63328 0.23374 -0.48276
O2 -1.47258 -0.10186 0.28009
C4 -0.66140 0.95861 0.78128
C5 0.69752 0.34164 1.08997
O3 1.19649 -0.40367 0.00580
Tm1 -0.16924 -1.40609 -1.05948
H4 -3.42992 -1.75907 -0.61029
H5 -3.78356 -0.72372 -2.00659
H6 -3.45177 0.54034 0.18578
H7 -2.38052 1.07053 -1.15584
H8 -1.12128 1.40649 1.67519
H9 -0.56487 1.73483 0.00366
H10 0.61631 -0.28237 2.00175
H11 1.36270 1.17977 1.37580

Cartesian forces, eV/Å:
-3.0 -0.3 -0.3
5.0 0.9 0.5
-0.6 -0.7 -0.1
-0.6 0.1 -0.8
-0.6 0.0 0.7
-1.9 0.4 0.3
-1.6 0.3 -0.5
-0.7 0.4 -0.5
0.5 -1.1 -0.4
0.5 0.8 0.4
0.3 0.8 1.1
-0.4 0.7 0.5
2.4 -1.3 0.0
0.2 0.1 -0.4
0.3 -0.2 0.2
0.2 -0.1 -0.2
-0.1 -0.2 0.2
0.1 -0.2 -0.3
-0.1 -0.2 0.1
0.0 0.1 -0.4
-0.1 -0.3 -0.2



3.
The following is a quantum chemistry calculation of C2H11N7 as an isolated structure, from the Open Molecules 2025 dataset.

Summary:
LUMO energy (spin up / spin down)   0.846 / 0.846 eV
Gap between HOMO and LUMO (spin up / spin down)   8.1 / 8.1 eV
Charge   0
Energy   -12675.5936 eV
Relative energy (zero: lowest compared OMol25 entry of this formula, charge and spin)   7.1206 eV
HOMO energy (spin up / spin down)   -7.226 / -7.228 eV

Element x y z (Å)
C1 -2.03605 -2.02793 -0.48522
C2 1.64765 1.47618 1.39231
N1 -1.62240 -1.00625 0.43920
N2 1.05634 0.66916 0.35262
N3 -1.62156 0.17962 -0.09042
N4 -1.18705 1.24907 0.49825
N5 1.38838 1.06098 -0.92139
N6 0.90007 -1.19358 0.33768
N7 1.03885 -1.63307 -0.76248
H1 -1.59806 0.26306 -1.12048
H2 -1.18425 1.05167 1.50081
H3 1.98191 1.87767 -1.05235
H4 0.54314 1.12794 -1.48612
H5 1.73863 -1.17028 -1.39773
H6 -2.38566 -2.89354 0.07807
H7 -2.83417 -1.71033 -1.16625
H8 -1.20567 -2.37198 -1.12193
H9 1.29660 2.51506 1.32858
H10 1.34207 1.06172 2.35025
H11 2.74122 1.47483 1.32661

Cartesian forces, eV/Å:
0.0 -0.2 -0.4
0.5 -0.6 -0.1
-0.8 0.9 0.0
-0.2 -0.4 -0.9
1.6 0.1 0.8
-1.8 -0.3 -0.9
0.1 -0.7 0.0
0.6 0.8 -0.6
0.8 -0.2 1.0
-0.5 0.0 0.3
0.2 -0.3 -0.1
-0.1 -0.3 0.4
0.2 0.2 0.0
-0.6 0.8 0.1
0.0 0.1 0.0
-0.1 0.0 0.1
0.1 0.1 0.1
-0.1 -0.2 -0.1
0.1 0.0 0.1
0.1 0.1 0.2